Computed, not measured: a structure of composition C24H63Hg2N5O13, with ωB97M-V/def2-TZVPD.

```
107
Properties=species:S:1:pos:R:3
Hg 2.88117 -1.22284 0.77432
Hg -0.42830 0.61865 2.18799
C 2.10685 -0.10940 3.26370
O 1.13879 -0.19027 4.01531
O 2.86690 -1.07750 3.02802
O 2.05330 0.65625 2.34434
C 0.44906 -0.20172 -0.36388
O -0.36227 0.75049 -0.15369
O 1.49099 -0.20629 -1.00946
O 0.47091 -0.98403 0.56185
C -0.59226 0.39210 -3.84274
O 0.24737 -0.68169 -3.55209
H 0.10537 1.20370 -4.04941
H -1.09125 -0.02662 -4.71669
H -1.12668 0.49813 -2.89867
H 0.56403 -0.60757 -2.64886
C -2.25606 3.51951 -1.01996
O -2.27657 2.13902 -1.41022
H -3.15787 4.10400 -1.20218
H -2.12471 3.55143 0.06162
H -1.37202 3.98597 -1.45470
H -1.50205 1.69543 -1.05674
C 2.42506 4.03024 -3.26773
C 3.72249 3.38613 -2.62845
C 4.71986 4.49829 -2.19034
O 5.56878 5.03490 -3.16524
C 6.58202 4.08926 -3.50102
N 3.26323 2.55064 -1.49555
H 1.73634 4.26298 -2.45558
H 1.95389 3.45590 -4.06538
H 2.56125 4.92008 -3.88233
H 4.20804 2.72759 -3.34864
H 5.29969 4.15937 -1.33184
H 4.02462 5.27143 -1.86323
H 6.99056 3.52454 -2.66299
H 7.45614 4.66538 -3.80450
H 6.38180 3.51608 -4.40626
H 2.68404 1.82628 -1.89548
H 2.70566 3.06700 -0.83028
C -4.59873 0.64522 0.72178
C -3.47492 0.39830 1.70984
C -2.81328 -1.02393 1.60342
O -1.83812 -1.10520 2.61263
C -1.53427 -2.48282 2.87894
N -2.48727 1.46377 1.61771
H -5.00649 1.65450 0.77837
H -5.47191 0.05054 0.99013
H -4.38457 0.49962 -0.33701
H -4.05420 0.48624 2.62897
H -2.21349 -1.19171 0.70888
H -3.67457 -1.66604 1.78776
H -1.33165 -3.09905 2.00298
H -2.42076 -2.81987 3.41618
H -0.64120 -2.49871 3.50366
H -2.15423 1.32341 0.67458
H -3.01070 2.31778 1.48811
C 1.78907 -5.83053 1.25499
C 2.42736 -4.46672 0.72149
C 2.08430 -4.20338 -0.77442
O 3.01881 -3.23118 -1.31269
C 2.90510 -3.08467 -2.65095
N 1.94495 -3.37011 1.44802
H 1.94152 -5.92422 2.33020
H 2.23448 -6.67423 0.72785
H 0.74696 -6.12937 1.14189
H 3.51721 -4.45098 0.72977
H 1.00189 -4.07531 -0.78304
H 2.27621 -5.07808 -1.39584
H 3.79853 -2.55103 -2.97515
H 1.94614 -2.61403 -2.86770
H 2.97824 -3.93412 -3.33005
H 1.01161 -3.30461 1.06765
H 1.81823 -3.73385 2.38169
C -2.62352 -2.61698 -3.51919
C -2.55838 -2.48457 -1.98947
C -3.30272 -3.66925 -1.26443
O -4.65437 -3.47965 -1.41184
C -5.46477 -4.28297 -0.59040
N -1.12307 -2.52977 -1.71162
H -2.29978 -3.63587 -3.73167
H -1.95306 -1.90191 -3.99590
H -3.63017 -2.44290 -3.89927
H -3.04690 -1.53095 -1.78930
H -2.96653 -3.74023 -0.23001
H -3.15866 -4.62979 -1.75910
H -5.20488 -5.34122 -0.61616
H -6.53397 -4.19840 -0.78470
H -5.35582 -3.92713 0.43411
H -0.65833 -2.29298 -0.84672
H -0.70989 -1.83034 -2.31178
C -0.69091 3.11350 5.88948
C -0.79720 2.84755 4.48386
C 0.42457 3.19162 3.56727
O 0.10458 2.96997 2.20319
C 0.87537 3.72231 1.37471
N -1.12236 1.45204 4.35664
H -0.12567 2.39005 6.47703
H -1.65784 2.98735 6.37653
H -0.32707 4.12326 6.07950
H -1.48321 3.57778 4.05462
H 1.36025 2.66857 3.76481
H 0.58832 4.26389 3.67461
H 1.93823 3.50510 1.48073
H 0.80070 4.80428 1.48363
H 0.72147 3.49526 0.31979
H -1.74787 1.36692 5.14506
H -0.31533 0.96738 4.72257
```

Properties
Net charge   +1
HOMO level (alpha / beta)   -11.03 / -11.03 eV
HOMO-LUMO gap (alpha / beta)   0.2205 / 0.1684 Eh
Multiplicity   2